## w
Density functional theory data (ωB97M-V with the def2-TZVPD basis set) for one molecule with the formula C2H5NOS2.

Atoms and positions in Å:
C1 -0.323 1.136 0.257
C2 -0.396 -0.194 -0.548
H1 -0.135 -0.308 2.041
H2 0.096 1.937 -0.310
H3 -1.305 1.445 0.536
H4 0.602 -1.181 -1.937
H5 0.909 1.311 -2.325
N1 0.386 -0.238 -1.608
O1 1.439 0.642 -1.862
S1 0.549 0.798 1.880
S2 -1.178 -1.569 -0.011

Output
SMILES string: ONC(=S)CS

Per-atom Mulliken charges, elementary charge units: atom 1 (C): -0.6279, atom 2 (C): 0.2834, atom 3 (H): 0.1316, atom 4 (H): 0.3060, atom 5 (H): 0.3349, atom 6 (H): 0.2542, atom 7 (H): 0.3587, atom 8 (N): -0.1441, atom 9 (O): -0.3895, atom 10 (S): -0.1669, atom 11 (S): -0.3403



## x
Density functional theory data (ωB97M-V with the def2-TZVPD basis set) for a 2-piece molecular cluster, C2H5NOS2 overall.

Atoms and positions in Å:
C1 0.455 -1.794 -1.444
C2 1.331 -1.799 -0.462
N1 -1.258 1.092 -0.291
O1 -0.572 -1.876 -1.983
S1 -1.743 0.671 1.279
S2 -1.829 2.604 -1.030
H1 1.594 -2.659 0.098
H2 1.820 -0.885 -0.268
H3 -1.311 0.205 -0.818
H4 -0.981 1.591 1.996
H5 -0.494 3.026 -1.423

Output
SMILES string: C=C=O.SNS

Per-atom Mulliken charges, elementary charge units: atom 1 (C): 0.6604, atom 2 (C): -0.7979, atom 3 (N): -0.2968, atom 4 (O): -0.3775, atom 5 (S): -0.1084, atom 6 (S): -0.1218, atom 7 (H): 0.2702, atom 8 (H): 0.2465, atom 9 (H): 0.2389, atom 10 (H): 0.1324, atom 11 (H): 0.1541



The data favor w; the next most stable structure lies 0.676 eV above it.



## w
Density functional theory data (ωB97M-V with the def2-TZVPD basis set) for a 2-piece molecular cluster, C2H7S3 overall.

Atoms and positions in Å:
C1 2.399 1.548 1.784
S1 2.129 -0.278 2.110
H1 3.484 1.949 1.685
H2 1.857 1.873 0.807
H3 1.866 2.048 2.642
C2 -1.043 -1.137 0.158
S2 -0.753 0.215 -0.958
S3 -2.319 -0.132 -2.374
H4 -0.641 -2.131 -0.130
H5 -2.181 -1.303 0.293
H6 -0.571 -0.855 1.103
H7 3.122 -0.929 1.503

Output
Total charge: -1

Per-atom Mulliken charges, elementary charge units: atom 1 (C): -0.6122, atom 2 (S): -0.2121, atom 3 (H): 0.2649, atom 4 (H): 0.2323, atom 5 (H): 0.2130, atom 6 (C): -0.6680, atom 7 (S): -0.1718, atom 8 (S): -0.7624, atom 9 (H): 0.2369, atom 10 (H): 0.2592, atom 11 (H): 0.1256, atom 12 (H): 0.0946



## x
Density functional theory data (ωB97M-V with the def2-TZVPD basis set) for a 2-piece molecular cluster, C2H7S3 overall.

Atoms and positions in Å:
C1 2.687 -0.938 0.201
S1 2.827 -0.018 1.768
H1 2.765 -0.271 -0.661
H2 1.707 -1.399 0.176
H3 3.470 -1.689 0.183
C2 -3.238 0.463 -0.138
S2 -2.521 0.090 -1.743
S3 -0.638 0.986 -1.621
H4 -3.791 1.397 -0.180
H5 -3.927 -0.333 0.142
H6 -2.487 0.548 0.643
H7 3.146 1.165 1.231

Output
Total charge: -1

Per-atom Mulliken charges, elementary charge units: atom 1 (C): -0.6685, atom 2 (S): -0.2134, atom 3 (H): 0.2501, atom 4 (H): 0.2404, atom 5 (H): 0.2781, atom 6 (C): -0.7890, atom 7 (S): -0.2152, atom 8 (S): -0.7115, atom 9 (H): 0.2371, atom 10 (H): 0.2390, atom 11 (H): 0.2516, atom 12 (H): 0.1014



The data favor x; the next most stable structure lies 0.550 eV above it.



## w
Density functional theory data (ωB97M-V with the def2-TZVPD basis set) for a 3-piece molecular cluster, C7H14O2 overall.

Atoms and positions in Å:
C1 0.638 0.897 -0.299
C2 -0.065 0.192 0.672
C3 0.493 -0.922 1.509
C4 1.163 1.889 1.685
C5 -2.343 -0.629 -1.177
C6 -0.891 -0.927 -1.000
C7 -0.238 -1.859 -1.674
O1 1.821 0.547 -0.807
O2 0.028 1.860 -0.984
H1 2.093 -0.320 -0.477
H2 0.616 2.183 -1.680
H3 -1.002 0.639 0.963
H4 0.600 -0.599 2.544
H5 -0.168 -1.785 1.459
H6 1.306 2.848 1.195
H7 2.107 1.440 1.987
H8 0.465 1.981 2.513
H9 1.480 -1.248 1.172
H10 -2.800 -1.212 -1.988
H11 -2.902 -0.840 -0.259
H12 -2.497 0.431 -1.401
H13 0.827 -2.048 -1.556
H14 -0.730 -2.516 -2.397

Per-atom Mulliken charges, elementary charge units: atom 1 (C): 0.2724, atom 2 (C): -0.0482, atom 3 (C): -1.3283, atom 4 (C): -1.1941, atom 5 (C): -1.3124, atom 6 (C): 0.8303, atom 7 (C): -0.9645, atom 8 (O): -0.5115, atom 9 (O): -0.3978, atom 10 (H): 0.3331, atom 11 (H): 0.3463, atom 12 (H): 0.4941, atom 13 (H): 0.3674, atom 14 (H): 0.4483, atom 15 (H): 0.4187, atom 16 (H): 0.2858, atom 17 (H): 0.3398, atom 18 (H): 0.2542, atom 19 (H): 0.4381, atom 20 (H): 0.2486, atom 21 (H): 0.2315, atom 22 (H): 0.1186, atom 23 (H): 0.3295



## x
Density functional theory data (ωB97M-V with the def2-TZVPD basis set) for one molecule with the formula C7H14O2.

Atoms and positions in Å:
C1 0.115 -0.201 -0.587
C2 1.326 -0.168 0.389
C3 -0.839 0.842 0.040
C4 1.153 1.180 1.127
C5 0.563 0.335 -1.952
C6 -0.473 -1.595 -0.770
C7 -1.793 0.303 1.107
O1 0.029 1.830 0.574
O2 1.422 -1.261 1.266
H1 0.563 -1.385 1.703
H2 2.271 -0.193 -0.163
H3 -1.435 1.351 -0.726
H4 1.012 0.987 2.200
H5 2.012 1.842 1.005
H6 1.393 -0.257 -2.341
H7 0.303 -2.255 -1.165
H8 -0.262 0.287 -2.663
H9 0.884 1.373 -1.859
H10 -0.841 -2.025 0.159
H11 -1.296 -1.552 -1.469
H12 -2.320 1.146 1.546
H13 -2.524 -0.369 0.669
H14 -1.262 -0.211 1.910

Output
SMILES string: C[C@H]1OC[C@@H](O)C1(C)C

Per-atom Mulliken charges, elementary charge units: atom 1 (C): 1.7711, atom 2 (C): -0.4094, atom 3 (C): 0.1179, atom 4 (C): -0.5842, atom 5 (C): -1.8729, atom 6 (C): -1.9051, atom 7 (C): -1.4977, atom 8 (O): -0.4602, atom 9 (O): -0.5822, atom 10 (H): 0.3987, atom 11 (H): 0.4218, atom 12 (H): 0.4443, atom 13 (H): 0.3015, atom 14 (H): 0.2960, atom 15 (H): 0.4481, atom 16 (H): 0.3916, atom 17 (H): 0.4286, atom 18 (H): 0.3992, atom 19 (H): 0.4134, atom 20 (H): 0.4369, atom 21 (H): 0.4102, atom 22 (H): 0.3506, atom 23 (H): 0.2817



The data favor x; the next most stable structure lies 5.447 eV above it.



## w
Density functional theory data (ωB97M-V with the def2-TZVPD basis set) for one molecule with the formula C3H7ClOSi.

Atoms and positions in Å:
C1 -0.664 -0.182 1.281
C2 0.634 -1.386 -0.469
C3 -0.396 -0.249 -0.281
O1 0.192 -0.093 2.073
Si1 0.216 1.669 -0.519
Cl1 -2.287 -0.402 1.897
H1 1.447 -1.283 0.216
H2 1.125 -1.488 -1.404
H3 0.197 -2.365 -0.239
H4 -1.310 -0.464 -0.860
H5 1.614 2.113 -0.615
H6 -0.353 2.140 0.626
H7 -0.415 1.990 -1.705

Output
SMILES string: C[C@H]([SiH3])C(=O)Cl

Per-atom Mulliken charges, elementary charge units: atom 1 (C): 0.2916, atom 2 (C): -1.3846, atom 3 (C): 0.0469, atom 4 (O): -0.3983, atom 5 (Si): 0.5331, atom 6 (Cl): -0.1960, atom 7 (H): 0.3909, atom 8 (H): 0.3919, atom 9 (H): 0.3358, atom 10 (H): 0.3930, atom 11 (H): -0.1081, atom 12 (H): -0.1479, atom 13 (H): -0.1482



## x
Density functional theory data (ωB97M-V with the def2-TZVPD basis set) for one molecule with the formula C3H7ClOSi.

Atoms and positions in Å:
C1 -0.616 1.202 0.050
C2 0.789 1.157 -0.489
C3 -1.427 -0.018 -0.337
O1 -1.007 2.099 0.791
Si1 -0.662 -1.587 0.505
Cl1 -3.138 0.334 0.120
H1 0.857 1.121 -1.604
H2 1.139 0.280 -0.140
H3 1.439 2.042 -0.221
H4 -1.583 -0.259 -1.485
H5 -0.569 -1.329 1.919
H6 0.752 -2.087 -0.063
H7 -1.346 -2.764 -0.092

Output
SMILES string: CC(=O)[C@@H]([SiH3])Cl

Per-atom Mulliken charges, elementary charge units: atom 1 (C): 0.5182, atom 2 (C): -1.1062, atom 3 (C): -0.1261, atom 4 (O): -0.5281, atom 5 (Si): 0.3876, atom 6 (Cl): -0.1629, atom 7 (H): 0.3168, atom 8 (H): 0.3302, atom 9 (H): 0.2922, atom 10 (H): 0.3295, atom 11 (H): -0.0738, atom 12 (H): -0.0747, atom 13 (H): -0.1026



The data favor w; the next most stable structure lies 0.380 eV above it.